No. 1
Formula: C33H72As4IIrN3OSi3Te
Source: the Open Molecules 2025 dataset
Level of theory: ωB97M-V/def2-TZVPD

XYZ file:
```
119
Properties=species:S:1:pos:R:3:lowdin_charge:R:1
Ir 0.212 -0.465 -0.332 0.91
C 1.197 -0.756 4.421 -0.25
As -0.140 -0.253 2.938 1.14
C -1.621 -1.491 3.584 -0.26
C -0.971 1.408 3.799 -0.34
C -0.341 2.807 3.606 -0.69
C -1.282 3.804 4.361 -0.05
C -0.475 3.205 2.121 -0.30
As 0.369 2.137 0.533 1.04
C 2.275 2.790 0.758 -0.24
C -0.156 3.488 -0.843 -0.26
C 1.084 2.895 4.106 -0.38
As 1.237 2.600 6.104 1.14
C 3.247 2.325 6.174 -0.31
C 1.261 4.531 6.750 -0.29
H 2.154 -0.270 4.217 0.01
H 1.309 -1.841 4.403 0.03
H 0.785 -0.432 5.382 0.02
H -1.771 -1.340 4.662 0.06
H -1.327 -2.523 3.387 0.02
H -2.531 -1.274 3.012 -0.02
H -1.080 1.160 4.864 0.07
H -1.989 1.432 3.370 0.04
H -2.268 3.796 3.894 0.08
H -0.894 4.823 4.325 0.10
H -1.435 3.536 5.407 0.08
H -0.108 4.219 1.952 0.09
H -1.546 3.247 1.855 0.01
H 2.263 3.839 1.055 0.06
H 2.822 2.682 -0.190 0.02
H 2.771 2.211 1.543 0.02
H -0.111 4.479 -0.398 0.05
H -1.165 3.252 -1.176 -0.02
H 0.530 3.418 -1.696 0.02
H 1.524 3.885 3.934 0.08
H 1.731 2.162 3.615 0.04
H 3.499 1.338 5.765 0.00
H 3.567 2.373 7.229 0.03
H 3.764 3.121 5.603 0.03
H 0.237 4.936 6.765 0.02
H 1.919 5.143 6.132 0.03
H 1.634 4.539 7.779 0.03
N 2.149 -0.508 0.274 -0.12
C 2.874 -1.786 0.407 -0.22
C 4.260 -2.053 0.441 0.03
C 4.709 -3.372 0.620 -0.01
C 3.779 -4.387 0.805 0.03
C 2.382 -4.137 0.812 -0.13
C 1.396 -5.119 1.062 0.07
C 0.083 -4.679 1.036 -0.01
C -0.282 -3.372 0.744 -0.14
N 0.586 -2.407 0.420 -0.09
C 1.943 -2.793 0.551 -0.18
H 2.236 0.000 1.168 0.06
H 2.608 0.129 -0.395 0.07
H 4.997 -1.255 0.287 0.14
H 5.776 -3.619 0.604 0.14
H 4.110 -5.428 0.972 0.15
H 1.647 -6.162 1.263 0.15
H -0.751 -5.363 1.269 0.14
H -1.338 -3.076 0.775 0.09
N -3.869 -2.558 0.853 0.22
C -3.465 -1.650 -0.060 -0.67
O -2.453 -0.905 0.181 -0.31
C -4.228 -1.618 -1.322 -0.46
I -5.820 -0.062 -1.269 0.99
H -3.487 -2.568 1.800 0.11
H -4.785 -2.963 0.690 0.14
H -4.723 -2.577 -1.525 0.08
H -3.563 -1.343 -2.152 0.03
C -0.970 0.339 -6.503 -0.17
Si -1.100 0.650 -4.638 0.42
C -2.936 0.509 -4.193 -0.22
C -0.513 2.435 -4.376 -0.19
As 0.072 -0.743 -2.861 0.73
Si -0.288 -3.096 -3.447 0.32
C -1.800 -3.737 -2.581 -0.20
C 1.174 -4.184 -3.024 -0.18
C -0.607 -3.189 -5.292 -0.19
Si 2.370 -0.302 -3.587 0.34
C 2.821 1.311 -2.711 -0.22
C 2.477 -0.089 -5.451 -0.18
C 3.571 -1.664 -3.161 -0.19
H -1.795 0.890 -6.973 0.06
H -1.066 -0.729 -6.752 0.03
H -0.030 0.717 -6.938 0.04
H -3.471 1.234 -4.837 0.07
H -3.129 0.752 -3.143 -0.01
H -3.348 -0.489 -4.376 0.03
H -0.773 3.000 -5.279 0.06
H 0.560 2.540 -4.211 0.01
H -1.030 2.878 -3.524 0.01
H -1.904 -3.337 -1.570 -0.01
H -1.788 -4.831 -2.455 0.07
H -2.681 -3.484 -3.182 0.04
H 1.617 -3.880 -2.064 0.01
H 1.953 -4.181 -3.792 0.05
H 0.800 -5.205 -2.916 0.06
H -1.552 -2.714 -5.542 0.03
H -0.689 -4.242 -5.578 0.06
H 0.201 -2.733 -5.881 0.04
H 2.104 1.567 -1.922 -0.05
H 2.820 2.139 -3.430 0.05
H 3.832 1.224 -2.314 0.05
H 2.100 0.876 -5.790 0.03
H 1.902 -0.867 -5.982 0.04
H 3.516 -0.157 -5.750 0.06
H 3.265 -2.234 -2.278 0.00
H 4.581 -1.266 -2.979 0.06
H 3.636 -2.384 -3.985 0.05
C -4.704 1.132 2.100 -0.30
Te -3.421 1.733 0.397 1.35
C -4.406 3.630 0.172 -0.34
H -4.467 1.813 2.924 0.02
H -4.420 0.105 2.381 0.00
H -5.762 1.197 1.813 0.02
H -5.441 3.423 -0.125 0.03
H -3.897 4.197 -0.620 0.02
H -4.334 4.142 1.143 0.04
```

Calculated values
Charge: +4
HOMO-LUMO gap (spin up / spin down), eV: 5.87 / 3.48
2S+1: 6
Lowest unoccupied orbital energy (spin up / spin down), eV: -10.357 / -12.734
HOMO (spin up / spin down), eV: -16.2 / -16.2



No. 2
Formula: C46H43N5O2
Source: the Open Molecules 2025 dataset
Level of theory: ωB97M-V/def2-TZVPD

XYZ file:
```
96
Properties=species:S:1:pos:R:3:lowdin_charge:R:1
C 3.147 -7.450 -1.443 -0.06
O 3.457 -6.048 -1.600 -0.09
C 2.847 -5.135 -0.798 -0.26
C 3.430 -3.846 -0.754 0.00
C 2.993 -2.923 0.171 -0.05
C 1.879 -3.167 0.997 -0.18
C 1.476 -2.148 1.995 -0.01
C 0.903 -2.570 3.215 -0.24
C 0.575 -1.676 4.253 -0.19
N 0.313 -1.035 5.198 0.16
C 0.934 -3.916 3.658 -0.23
N 0.943 -5.009 4.091 0.15
C 1.253 -4.415 0.869 -0.04
C 1.739 -5.411 0.033 0.01
H 3.786 -7.933 -2.183 0.09
H 3.398 -7.808 -0.433 0.10
H 2.089 -7.654 -1.663 0.09
H 4.255 -3.633 -1.431 0.12
H 3.528 -1.976 0.271 0.11
H 2.080 -1.244 1.997 0.13
H 0.359 -4.634 1.450 0.08
H 1.281 -6.401 0.030 0.11
C -1.241 -1.555 -4.962 -0.04
C -0.719 -0.644 -3.890 -0.26
C 0.461 -0.959 -3.211 0.03
C 0.920 -0.147 -2.167 -0.17
C 2.234 -0.344 -1.497 -0.01
C 0.126 0.921 -1.769 -0.15
N 0.432 1.549 -0.515 0.14
C 1.051 2.782 -0.375 -0.20
C 2.108 3.219 -1.275 -0.14
C 3.255 3.756 -0.653 -0.02
C 4.429 3.903 -1.385 -0.07
C 4.445 3.591 -2.752 -0.07
C 3.270 3.192 -3.403 -0.07
C 2.090 3.035 -2.679 -0.02
N 0.672 3.366 0.736 0.20
N -0.239 2.490 1.341 0.07
C -1.151 3.085 2.279 -0.10
C -1.679 4.369 2.010 -0.19
C -1.514 5.072 0.704 -0.04
C -2.404 5.011 3.015 0.00
C -2.640 4.414 4.257 -0.26
C -3.341 5.163 5.351 -0.05
C -2.169 3.120 4.474 0.01
C -1.422 2.452 3.505 -0.18
C -0.891 1.106 3.833 -0.06
C -0.310 1.353 0.623 -0.03
C -0.748 -0.041 0.863 -0.31
O 0.118 -0.928 1.171 -0.08
C -2.099 -0.408 0.491 -0.18
C -3.143 0.619 0.354 -0.06
C -2.263 -1.755 -0.008 -0.18
C -1.790 -2.884 0.694 -0.02
C -1.785 -4.136 0.090 -0.10
C -2.150 -4.274 -1.251 -0.09
C -2.705 -3.186 -1.937 -0.10
C -2.845 -1.961 -1.285 -0.03
C -0.980 1.348 -2.507 -0.20
C -1.673 2.654 -2.245 -0.03
C -1.412 0.522 -3.550 0.00
H -2.046 -1.067 -5.523 0.08
H -0.443 -1.834 -5.664 0.09
H -1.641 -2.483 -4.529 0.07
H 1.050 -1.838 -3.493 0.13
H 2.088 -0.515 -0.424 0.07
H 2.741 -1.212 -1.924 0.08
H 2.885 0.535 -1.611 0.09
H 3.201 3.985 0.411 0.12
H 5.333 4.255 -0.889 0.11
H 5.371 3.674 -3.323 0.11
H 3.268 2.993 -4.477 0.11
H 1.155 2.775 -3.180 0.11
H -1.986 6.057 0.788 0.08
H -0.459 5.225 0.457 0.07
H -2.000 4.554 -0.134 0.07
H -2.790 6.016 2.825 0.12
H -3.861 4.468 6.019 0.08
H -2.629 5.738 5.960 0.09
H -4.066 5.869 4.934 0.08
H -2.356 2.628 5.431 0.13
H -0.578 1.085 4.884 0.07
H -1.657 0.325 3.712 0.11
H -0.033 0.842 3.212 0.07
H -4.141 0.174 0.488 0.10
H -3.007 1.409 1.109 0.08
H -3.120 1.089 -0.642 0.05
H -1.457 -2.745 1.725 0.12
H -1.476 -5.011 0.663 0.10
H -2.031 -5.237 -1.751 0.10
H -3.043 -3.293 -2.970 0.09
H -3.324 -1.109 -1.779 0.11
H -2.403 2.822 -3.049 0.09
H -2.230 2.668 -1.297 0.06
H -0.976 3.508 -2.249 0.09
H -2.304 0.814 -4.111 0.12
```

Calculated values
HOMO-LUMO gap, eV: 6.51
Lowest unoccupied orbital energy, eV: -0.176
HOMO, eV: -6.7
Energy above the lowest of the compared OMol25 structures with the same formula, charge and spin, kJ/mol: 59.49



No. 3
Formula: C4H10N2O
Source: the Open Molecules 2025 dataset
Level of theory: ωB97M-V/def2-TZVPD

XYZ file:
```
17
Properties=species:S:1:pos:R:3:nbo_charge:R:1
C 2.074 0.807 -0.736 0.11
O 2.185 0.266 0.419 -0.57
H 1.144 -0.391 0.707 0.31
H 1.939 1.892 -0.807 0.16
H 2.547 0.328 -1.601 0.16
H 0.613 0.471 -1.071 0.16
C -0.064 -0.933 0.895 0.25
N -0.700 -0.245 1.902 -0.84
C -0.509 0.017 -1.061 -0.29
C -1.523 0.879 -0.983 -0.43
N -0.131 -2.168 0.618 -0.72
H -1.611 -0.581 2.185 0.37
H -0.631 0.759 1.887 0.38
H -0.833 -2.678 1.162 0.32
H -0.569 -0.899 -1.633 0.23
H -2.466 0.681 -1.477 0.21
H -1.464 1.794 -0.406 0.19
```

Calculated values
HOMO-LUMO gap, eV: 8.33
Lowest unoccupied orbital energy, eV: -0.205
HOMO, eV: -8.5
Energy above the lowest of the compared OMol25 structures with the same formula, charge and spin, kJ/mol: 625.59



No. 4
Formula: C7H9N5S
Source: the Open Molecules 2025 dataset
Level of theory: ωB97M-V/def2-TZVPD

XYZ file:
```
22
Properties=species:S:1:pos:R:3:nbo_charge:R:1
C -4.125 -0.231 -0.172 -0.21
C -3.759 -1.450 0.351 -0.18
C -3.228 0.676 -0.691 -0.19
C -2.391 -1.797 0.308 -0.25
C 1.377 -0.766 -0.117 0.14
C -1.817 0.449 -0.603 -0.28
C -1.547 -0.838 -0.224 0.29
N 2.337 -1.644 -0.115 -0.34
N 1.784 -2.830 -0.038 -0.07
N 0.479 -2.769 -0.005 -0.10
N 0.221 -1.447 -0.136 -0.22
N 4.406 0.356 0.253 -1.08
S 1.416 0.944 -0.262 0.00
H -5.239 -0.063 -0.173 0.22
H -4.583 -1.957 0.771 0.23
H -3.695 1.680 -0.918 0.23
H -2.029 -2.641 0.668 0.24
H -1.136 1.167 -0.875 0.25
H 2.530 0.894 0.419 0.20
H 4.207 -0.323 -0.455 0.39
H 5.349 0.187 0.630 0.37
H 4.486 1.273 -0.174 0.35
```

Calculated values
HOMO-LUMO gap, eV: 9.61
Lowest unoccupied orbital energy, eV: 0.504
HOMO, eV: -9.1
Energy above the lowest of the compared OMol25 structures with the same formula, charge and spin, kJ/mol: 230.53